Entry 1:
The following is a DFT calculation (ωB97M-V/def2-TZVPD) of C57H61Ge2N4SeTi as an isolated structure.

Summary:
**Orbital gap (alpha / beta)**: 5.8104 / 5.8097 eV

ORCA input file:
```
! RIJCOSX wB97M-V def2-TZVPD def2/J DEFGRID3
* xyz 1 1
Ti -1.14697 0.11617 0.80999
C 4.42822 5.07305 2.47855
C 4.26749 4.38098 1.28647
C 3.22340 3.47930 1.14254
C 2.32710 3.26846 2.18730
C 2.49590 3.96186 3.38201
C 3.54351 4.85982 3.52616
C 1.21306 2.29673 2.00690
C 1.54654 0.93552 1.97451
C 2.81723 0.41117 2.35063
C 2.67245 -0.93574 2.47298
C 1.32634 -1.25021 2.12864
N 0.65032 -0.09359 1.79439
C 0.76970 -2.52589 2.17866
C -0.54200 -2.81769 1.82905
C -1.09659 -4.14169 1.82180
C -2.34630 -4.04548 1.31579
C -2.57536 -2.65623 1.03263
C -3.74118 -2.14543 0.45061
C -4.76280 -3.09986 -0.06640
C -5.52798 -3.89057 0.78644
C -6.46849 -4.76886 0.26896
C -6.65364 -4.86588 -1.10371
C -5.90232 -4.07281 -1.95908
C -4.96424 -3.19098 -1.44150
C -4.02131 -0.79174 0.35773
N -3.18950 0.24015 0.75857
C -3.97233 1.37210 0.78958
C -3.56102 2.62446 1.23185
C -4.56039 3.72915 1.24836
C -5.07096 4.24017 0.05849
C -6.00164 5.26861 0.07931
C -6.43283 5.79278 1.28947
C -5.92991 5.28603 2.47974
C -4.99764 4.25941 2.45976
C -2.26015 2.90117 1.64492
C -1.79237 4.22247 1.96032
C -0.45450 4.14363 2.11925
C -0.08609 2.76581 1.95029
N -1.21297 2.01075 1.67634
C -5.29796 1.05552 0.34729
C -5.32053 -0.26428 0.05224
N -1.47522 -1.91694 1.35952
C 1.64131 -3.64214 2.65137
C 1.41836 -4.23419 3.88982
C 2.23476 -5.26693 4.32816
C 3.27779 -5.71695 3.53186
C 3.50844 -5.12721 2.29698
C 2.69545 -4.09176 1.85958
H 5.24280 5.77610 2.59131
H 4.95367 4.54399 0.46566
H 3.09558 2.93891 0.21093
H 1.80841 3.79058 4.20201
H 3.67035 5.39119 4.46023
H 3.69204 1.00433 2.55976
H 3.41218 -1.65110 2.79427
H -0.58051 -5.02799 2.15115
H -3.05188 -4.84010 1.14373
H -5.39386 -3.80724 1.85836
H -7.06349 -5.37492 0.93957
H -7.38782 -5.55222 -1.50438
H -6.04855 -4.13624 -3.02987
H -4.38589 -2.56028 -2.10766
H -4.72979 3.83657 -0.88812
H -6.38759 5.66276 -0.85192
H -7.15849 6.59521 1.30548
H -6.26704 5.68727 3.42653
H -4.60962 3.85883 3.38889
H -2.41817 5.09726 2.01161
H 0.23817 4.94029 2.33224
H -6.11626 1.75477 0.29956
H -6.16130 -0.85049 -0.28056
H 0.60545 -3.88007 4.51257
H 2.05692 -5.71877 5.29518
H 3.91184 -6.52370 3.87474
H 4.32343 -5.47145 1.67381
H 2.88554 -3.62162 0.90134
C -2.60725 4.77165 -2.76263
C -3.12967 3.71381 -3.72703
C -2.31275 2.42218 -3.74285
C -2.36570 1.63319 -2.41968
Ge -0.79995 1.87111 -1.22457
C 0.86080 1.86959 -2.31321
C 1.35436 3.29993 -2.53978
C 2.63452 3.37874 -3.36964
C 2.47268 2.85112 -4.79082
H -3.20624 5.68233 -2.81021
H -1.57537 5.03935 -3.00367
H -2.61786 4.42383 -1.72792
H -3.15197 4.12696 -4.73844
H -4.16918 3.46872 -3.48053
H -1.27794 2.66034 -4.01465
H -2.68657 1.78724 -4.55057
H -2.45264 0.56430 -2.63200
H -3.26669 1.90016 -1.85991
H -0.84002 3.29113 -0.61659
H 0.63746 1.37857 -3.26395
H 1.65673 1.28496 -1.84433
H 1.51357 3.78681 -1.57177
H 0.57033 3.88826 -3.02980
H 3.42904 2.82360 -2.85846
H 2.96479 4.42019 -3.40487
H 2.29582 1.77434 -4.80648
H 3.36328 3.04413 -5.38887
H 1.62799 3.33378 -5.28938
C -1.72673 -5.45799 -3.64140
Ge -1.00799 -3.64282 -3.61817
C 0.84816 -3.55919 -4.23034
C -2.12697 -2.43124 -4.66711
C -1.05665 -3.02939 -1.73549
Se -0.44012 -1.18476 -1.58356
C 1.41598 -1.58599 -1.17005
H -1.79005 -5.83444 -4.66267
H -2.72883 -5.47286 -3.20958
H -1.09713 -6.13817 -3.06714
H 0.93762 -3.93266 -5.25057
H 1.49819 -4.16049 -3.59309
H 1.20836 -2.52841 -4.22443
H -2.08852 -2.71775 -5.71884
H -1.78073 -1.39963 -4.58650
H -3.16925 -2.47435 -4.34715
H -0.44479 -3.64317 -1.07291
H -2.08006 -3.06744 -1.36777
H 1.90096 -1.93019 -2.07966
H 1.43651 -2.35514 -0.40438
H 1.89219 -0.68048 -0.80314
*
```

Atomic partial charges in e from the Mulliken method, atoms 1 to 2:
1. Ti -0.735
2. C -0.463

---

Entry 2:
The following is a DFT calculation (ωB97M-V/def2-TZVPD) of C2H8NO3 as an isolated structure.

Summary:
**Orbital gap**: 11.8909 eV

ORCA input file:
```
! RIJCOSX wB97M-V def2-TZVPD def2/J DEFGRID3
* xyz 1 1
C 1.71346 -0.02845 0.40352
C -1.57234 0.33943 0.27780
N 0.20365 -0.40263 0.27451
O 2.07979 0.62589 -0.72275
O -1.46690 1.03291 -0.93624
O -2.38911 -0.60904 0.30284
H 1.98573 0.60381 1.20196
H 2.21477 -1.10420 0.53080
H -1.56957 1.00428 1.18745
H 0.09377 -0.98160 -0.63810
H -0.09187 -1.17742 0.88256
H 2.26032 0.02465 -1.48433
H -0.79169 1.70344 -0.72397
H -2.67002 -1.03105 -0.55605
*
```

Atomic partial charges in e from the natural (NBO) method, atoms 1 to 2:
1. C 0.116
2. C 0.644

---

Entry 3:
The following is a DFT calculation (ωB97M-V/def2-TZVPD) of a 2-piece molecular cluster, C6H10ClFN2O overall.

Summary:
**Orbital gap**: 7.7717 eV

ORCA input file:
```
! RIJCOSX wB97M-V def2-TZVPD def2/J DEFGRID3
* xyz 0 1
C 0.95219 -0.88363 -1.00460
C 1.79348 -0.90595 0.06094
C -0.88383 1.68520 -0.62983
C -2.72745 0.15933 0.23932
C 3.16966 -0.37485 0.20391
C -1.29336 0.41750 0.15877
N -0.12551 -1.92806 0.65146
N -0.39028 -1.27344 -0.54371
O 1.24633 -1.58051 1.08693
F -0.80817 0.48553 1.40793
Cl 3.32821 1.08634 -0.72524
H 1.10686 -0.39528 -1.92795
H -0.55741 1.56023 -1.74952
H -1.78350 2.36097 -0.62804
H -0.08753 2.25768 -0.15784
H -2.74112 -0.74739 0.78468
H -3.25947 0.23340 -0.73376
H -3.18432 0.90677 0.85946
H 4.03420 -1.00878 -0.10813
H 3.13171 -0.21928 1.32327
H -0.92072 -1.83577 1.43196
*
```

Atomic partial charges in e from the natural (NBO) method, atoms 1 to 2:
1. C -0.164
2. C 0.261

---

Entry 4:
The following is a DFT calculation (ωB97M-V/def2-TZVPD) of C4H8N2O in the gas phase.

Summary:
**Orbital gap**: 9.6041 eV
**SMILES**: O/N=C1/CCCN1

ORCA input file:
```
! RIJCOSX wB97M-V def2-TZVPD def2/J DEFGRID3
* xyz 0 1
C -0.36296 0.36123 0.07122
C 0.87572 1.28215 0.24688
C 1.92088 0.26485 -0.38368
C 1.33081 -1.18043 0.17138
H -3.20459 -0.17390 0.07690
H 1.12969 1.40902 1.30047
H 0.81689 2.33800 -0.19555
H 2.03524 0.36979 -1.40126
H 3.04983 0.35774 -0.08827
H 1.85938 -1.17026 1.19313
H 1.56135 -2.09431 -0.33723
H -0.77855 -1.49870 0.14650
N -1.50980 0.82974 -0.08340
N -0.00255 -0.92015 -0.01310
O -2.30867 -0.40890 -0.08176
*
```

Atomic partial charges in e from the natural (NBO) method, atoms 1 to 2:
1. C 0.392
2. C -0.452

---

Entry 5:
The following is a DFT calculation (ωB97M-V/def2-TZVPD) of a 2-piece molecular cluster, C3H4OS2 overall.

Summary:
**Orbital gap (alpha / beta)**: 7.9353 / 8.3159 eV

ORCA input file:
```
! RIJCOSX wB97M-V def2-TZVPD def2/J DEFGRID3
* xyz 0 1
C -0.99818 -0.28218 0.47617
C 0.27479 -0.27147 0.49199
C 0.96466 1.43696 -1.37989
O 1.31462 4.12626 -1.20669
S -0.68365 1.93020 -1.71642
S 0.74100 2.97819 -0.52597
H -1.62842 -0.89710 1.10624
H -1.52592 0.38264 -0.22220
H 1.21810 -0.62996 0.81405
H 1.63080 1.17440 -2.17745
*
```

Atomic partial charges in e from the natural (NBO) method, atoms 1 to 2:
1. C -0.513
2. C -0.065

---

The evaluated E for the records listed, in turn: -267550.8162, -9827.6710, -26646.1206, -9302.7453, -26888.1123 eV.
The evaluated maximum force for the records listed, in turn: 0.30, 5.36, 3.77, 4.59, 2.70 eV/Å.